Record 1
Formula: C24H33N2O5P2SYb
Source: OMol25
Level of theory: ωB97M-V/def2-TZVPD

Last column: Löwdin spin population.
Element x y z (Å)
C: -0.31336 3.86483 -2.79257  0.000
C: -0.62705 2.62276 -2.17311  0.000
N: 0.14106 2.19751 -1.10158  -0.001
C: 1.12325 2.99231 -0.64314  0.000
C: 1.41806 4.24661 -1.18175  0.000
C: 0.69851 4.66691 -2.30335  0.000
C: -1.70217 1.84147 -2.65428  0.000
P: -2.32598 0.39186 -1.85604  -0.001
Yb: -0.08760 -0.05270 -0.12019  1.000
P: 2.88576 0.94517 0.11231  0.000
C: 1.93025 2.43346 0.53366  0.000
C: 0.96144 -2.47428 0.00998  0.001
C: -0.15451 -3.15470 0.44625  0.001
C: -0.18848 -4.57163 0.32819  0.000
C: 0.90670 -5.26038 -0.20193  0.000
C: 2.04313 -4.54766 -0.59634  0.000
C: 2.07544 -3.12375 -0.48029  0.000
O: 0.62663 0.76174 -7.51508  0.000
O: -1.69957 -3.16767 -3.20130  0.000
H: -0.89443 4.13589 -3.67224  0.000
H: 2.21274 4.83502 -0.72267  0.000
H: 0.94388 5.61249 -2.77679  0.000
C: -3.67053 1.08014 -0.80610  0.000
C: -3.36908 -0.37834 -3.16398  0.000
H: 2.65325 3.17362 0.90742  0.000
H: 1.22148 2.16430 1.33711  0.000
H: 1.18436 -0.00269 -7.63207  0.000
H: -2.19071 2.22151 -3.55149  0.000
C: 3.08405 -0.10775 1.54054  0.000
C: 4.48178 1.57176 -0.39809  0.000
H: -1.01705 -2.64926 0.89767  0.000
H: -1.06978 -5.11766 0.66760  0.000
H: 0.86655 -6.34750 -0.31493  0.000
H: 2.91702 -5.08466 -0.97637  0.000
H: 2.98191 -2.58043 -0.77469  0.000
H: 1.63282 0.07942 -1.36887  0.000
H: -1.56948 -4.03646 -2.79430  0.000
H: -1.07968 -3.12128 -3.91930  0.000
H: 1.09392 1.27505 -6.83445  0.000
H: 2.27120 -0.30834 -1.25987  0.000
H: -4.49423 1.38488 -1.46438  0.000
H: -4.00583 0.31065 -0.09815  0.000
H: -3.30176 1.94467 -0.24153  0.000
H: -4.26497 0.24176 -3.32795  0.000
H: -2.77052 -0.46031 -4.08195  0.000
H: -3.64181 -1.39497 -2.83832  0.000
H: 5.01018 1.94283 0.48854  0.000
H: 5.06014 0.76649 -0.87205  0.000
H: 4.35204 2.38812 -1.12194  0.000
H: 4.15479 -0.33000 1.61848  0.000
H: 2.72084 0.35706 2.46664  0.000
H: 2.53678 -1.04641 1.36541  0.000
O: -0.42709 2.82703 3.49487  0.000
S: 0.04738 1.46733 3.49940  0.000
O: 1.43409 1.22386 3.82948  0.000
N: -0.35881 0.70521 2.06738  -0.001
C: -1.37943 -0.17690 2.19596  0.000
O: -1.89998 -0.73331 1.16440  -0.001
C: -1.71463 -0.44086 3.58905  0.000
C: -2.51391 -1.47562 4.08656  0.000
C: -2.56989 -1.64854 5.46725  0.000
C: -1.82803 -0.80845 6.32478  0.000
C: -1.01657 0.21574 5.81451  0.000
C: -0.98459 0.37438 4.43392  0.000
H: -3.05654 -2.11523 3.38858  0.000
H: -3.18607 -2.44190 5.90135  0.000
H: -1.87649 -0.96779 7.40154  0.000
H: -0.42087 0.86360 6.45459  0.000

As for the total energy: -99580.1808 eV. The spin multiplicity is 2. The value obtained for the LUMO energy (spin up / spin down) is -0.025 / -0.025 Ha. The calculation puts the HOMO-LUMO gap (spin up / spin down) at 5.559 / 5.564 eV. The total charge is 0.

---

Record 2
Formula: C17H24Cl2O5PbS
Source: OMol25
Level of theory: ωB97M-V/def2-TZVPD

Last column: Mulliken charge in e.
Element x y z (Å)
C: -1.70863 1.99483 -0.80829  0.773
C: -2.64088 0.94413 -0.65860  0.643
C: -2.41333 0.00724 -1.68205  0.618
C: -3.68498 0.81538 0.38789  -1.434
C: -1.36348 0.48199 -2.48138  0.669
C: -0.92719 1.71585 -1.94471  0.380
C: 0.19282 2.54945 -2.45222  -1.550
C: -1.57859 3.18288 0.06407  -1.682
C: -3.12947 -1.28302 -1.85630  -1.622
C: -0.79401 -0.22894 -3.66304  -1.671
Pb: 0.04911 -1.46549 1.23091  0.786
Cl: -2.04259 -2.65669 1.65490  -0.666
Cl: -0.54730 0.95816 2.40045  -0.675
O: 0.38565 -1.60059 -0.96807  -0.871
H: -3.58672 1.62198 1.12095  0.336
H: -3.59996 -0.14384 0.92226  0.231
H: -4.68577 0.85388 -0.05733  0.318
H: -3.41619 -1.71360 -0.92369  0.361
H: -2.49597 -1.98360 -2.41380  0.342
H: -4.05641 -1.12066 -2.46503  0.284
H: -0.40350 -1.21825 -3.33931  0.324
H: -0.01352 0.35605 -4.08718  0.374
H: -1.59573 -0.40519 -4.41578  0.312
H: 0.58495 2.12838 -3.34200  0.455
H: 0.97703 2.61043 -1.66308  0.289
H: -0.19266 3.58232 -2.65548  0.278
H: -1.80415 2.92232 1.09711  0.374
H: -2.26056 3.97854 -0.28410  0.288
H: -0.55541 3.56256 0.02663  0.334
H: 1.12676 -0.96143 -1.21023  0.236
O: 1.63958 1.48424 -0.39149  -0.417
H: 1.54296 1.48503 0.70840  0.304
C: 5.95267 -5.72710 5.32201  -1.352
C: 5.24690 -4.61285 4.62212  1.035
C: 5.43799 -3.28101 5.05461  -0.541
C: 4.81169 -2.22453 4.38276  -0.499
C: 3.99974 -2.49526 3.27903  -0.091
C: 3.78554 -3.80758 2.85670  -0.441
C: 4.41528 -4.86110 3.52933  -0.777
S: 3.26917 -1.14990 2.35992  1.367
O: 3.26515 -0.01367 3.22981  -0.670
O: 3.91842 -1.08461 1.06711  -0.668
O: 1.86802 -1.76618 2.23747  -0.445
H: 7.04890 -5.62763 5.24268  0.288
H: 5.71904 -5.73367 6.40742  0.299
H: 5.66252 -6.68285 4.90163  0.345
H: 6.09386 -3.12435 5.90608  0.319
H: 4.94571 -1.19776 4.70073  0.445
H: 3.13261 -3.99138 2.01000  0.428
H: 4.29014 -5.89399 3.21918  0.235

As for the total energy: -69382.7093 eV. For the energy above the lowest of the compared OMol25 structures with the same formula, charge and spin, the calculation gives 53.6 kJ/mol. The value obtained for the LUMO energy (spin up / spin down) is 0.150 / 0.153 Ha. The calculation puts the HOMO-LUMO gap (spin up / spin down) at 4.316 / 4.375 eV. The total charge is -2.

---

Record 3
Formula: C6H13N4
Source: OMol25
Level of theory: ωB97M-V/def2-TZVPD

Last column: Mulliken charge in e.
Element x y z (Å)
C: -0.21433 1.40558 -1.75207  -1.431
C: 0.21718 -0.01630 -1.79485  0.862
C: 0.79547 -0.58473 -3.13476  -1.452
C: 1.20828 -0.43066 -0.74626  -0.399
N: 1.07387 0.09951 0.41731  -0.085
C: 1.56926 -0.41036 1.66679  -0.014
N: 0.93676 -0.58064 2.77182  -0.363
C: -0.41738 -0.50589 2.97466  -0.146
N: -1.40673 0.17166 2.37094  -0.005
N: -2.58982 0.03135 2.84459  -0.502
H: 0.59010 2.16012 -1.59864  0.343
H: -0.94392 1.53183 -0.92317  0.421
H: -0.81417 1.67619 -2.64745  0.389
H: -0.65378 -0.66750 -1.60973  0.234
H: 0.28409 0.01910 -3.84159  0.355
H: 0.52303 -1.63166 -3.36862  0.381
H: 1.88143 -0.58315 -3.27193  0.403
H: 1.82868 -1.17433 -1.05074  0.543
H: 0.23732 0.58032 0.68893  0.299
H: 2.71346 -0.50467 1.51701  0.318
H: -0.66918 -0.86761 3.94655  0.328
H: -2.80191 -0.42297 3.76090  0.269
H: -3.34770 0.70482 2.78031  0.251

As for the total energy: -12383.0895 eV. The SMILES is CC(C)/C=[NH+]/C=N\C=N\N. For the energy above the lowest of the compared OMol25 structures with the same formula, charge and spin, the calculation gives 368.5 kJ/mol. The value obtained for the LUMO energy (spin up / spin down) is -0.190 / -0.190 Ha. The calculation puts the HOMO-LUMO gap (spin up / spin down) at 7.014 / 7.012 eV. The total charge is +1.